C4H6N2O | ωB97M-V/def2-TZVPD

The geometry in ORCA input format:
```
! wB97M-V def2-TZVPD RIJCOSX def2/J DEFGRID3
* xyz 0 1
C -2.20 0.18 0.21
O -1.28 -0.88 0.50
C 0.02 -0.66 0.29
N 0.35 0.59 -0.31
N 1.72 0.56 -0.28
C 2.12 -0.64 0.21
C 1.09 -1.49 0.60
H -3.17 -0.16 0.57
H -1.91 1.11 0.70
H -2.26 0.36 -0.87
H 2.23 1.39 -0.55
H 3.20 -0.80 0.21
H 0.09 0.43 -1.29
*
```

Summary:
SMILES string: COC1=C=CNN1
HOMO level, eV: -7.72
Gap between HOMO and LUMO, eV: 8.33

Results of the natural (NBO) charge analysis, in e, for atoms 1 through 6:
1 C -0.262
2 O -0.466
3 C 0.454
4 N -0.469
5 N -0.407
6 C 0.033

***

C4H6N2O | ωB97M-V/def2-TZVPD

The geometry in ORCA input format:
```
! wB97M-V def2-TZVPD RIJCOSX def2/J DEFGRID3
* xyz 0 1
N 1.95 0.84 -0.14
C 0.60 0.43 -0.07
C 0.06 -0.84 0.00
O 0.79 -1.97 0.24
C -1.34 -0.72 -0.13
C -1.65 0.61 -0.13
N -0.45 1.32 -0.15
H 2.51 0.07 -0.47
H 2.29 1.14 0.76
H 0.21 -2.71 0.02
H -2.13 -1.45 -0.02
H -2.53 0.98 0.38
H -0.30 2.31 -0.30
*
```

Summary:
SMILES string: Nc1[nH]ccc1O
HOMO level, eV: -7.49
Gap between HOMO and LUMO, eV: 8.40

Results of the natural (NBO) charge analysis, in e, for atoms 1 through 6:
1 N -0.828
2 C 0.215
3 C 0.168
4 O -0.678
5 C -0.343
6 C -0.093

***

C4H6N2O | ωB97M-V/def2-TZVPD

The geometry in ORCA input format:
```
! wB97M-V def2-TZVPD RIJCOSX def2/J DEFGRID3
* xyz 0 1
C -0.25 2.21 1.47
C 0.38 -0.54 0.65
C 0.83 -1.46 1.43
C -0.32 0.16 -1.47
N -0.61 1.57 0.36
N -0.12 0.39 -0.04
O 0.66 2.01 2.26
H -0.92 3.09 1.57
H 1.88 -1.58 1.64
H 0.16 -2.17 1.91
H -1.37 -0.10 -1.64
H -0.12 1.09 -2.00
H 0.32 -0.64 -1.82
*
```

Summary:
HOMO level (alpha / beta), eV: -8.59 / -8.59
Gap between HOMO and LUMO (alpha / beta), eV: 9.11 / 9.11

Results of the natural (NBO) charge analysis, in e, for atoms 1 through 6:
1 C 0.477
2 C 0.359
3 C -0.447
4 C -0.396
5 N -0.506
6 N -0.114

***

C4H6N2O | ωB97M-V/def2-TZVPD

The geometry in ORCA input format:
```
! wB97M-V def2-TZVPD RIJCOSX def2/J DEFGRID3
* xyz 0 1
N 0.93 -0.57 1.17
C 0.71 0.56 0.42
C 1.13 -0.83 -0.26
C -2.19 -0.76 -0.73
C 0.63 1.87 0.45
N -1.05 -0.32 -0.96
O 0.24 -1.51 -0.93
H 1.73 -0.60 1.80
H 2.13 -0.79 -0.68
H -2.49 -1.78 -1.00
H -2.91 -0.12 -0.22
H 0.77 2.41 1.38
H 0.37 2.43 -0.43
*
```

Summary:
HOMO level, eV: -8.59
Gap between HOMO and LUMO, eV: 8.42

Results of the natural (NBO) charge analysis, in e, for atoms 1 through 6:
1 N -0.634
2 C 0.216
3 C 0.198
4 C -0.142
5 C -0.533
6 N -0.089

***

C4H6N2O | ωB97M-V/def2-TZVPD

The geometry in ORCA input format:
```
! wB97M-V def2-TZVPD RIJCOSX def2/J DEFGRID3
* xyz 0 1
N 1.37 0.80 -1.26
C 1.06 1.57 -0.30
O -0.02 1.38 0.47
C -0.86 0.28 0.13
C -0.25 -1.03 0.63
C -1.12 -2.16 0.35
N -1.83 -3.05 0.11
H 2.22 1.13 -1.72
H 1.60 2.46 0.04
H -1.00 0.25 -0.95
H -1.81 0.48 0.62
H 0.71 -1.18 0.13
H -0.07 -0.97 1.71
*
```

Summary:
SMILES string: [H]/N=C/OCCC#N
HOMO level, eV: -10.73
Gap between HOMO and LUMO, eV: 11.45

Results of the natural (NBO) charge analysis, in e, for atoms 1 through 6:
1 N -0.733
2 C 0.411
3 O -0.493
4 C -0.066
5 C -0.544
6 C 0.285

***

C4H6N2O | ωB97M-V/def2-TZVPD

The geometry in ORCA input format:
```
! wB97M-V def2-TZVPD RIJCOSX def2/J DEFGRID3
* xyz 0 1
N 0.62 2.30 -0.04
C 0.54 1.65 1.05
O -0.07 0.46 1.17
C -0.64 -0.13 0.01
C 0.09 -1.45 -0.25
C -0.52 -2.16 -1.37
N -1.04 -2.70 -2.25
H 1.13 3.17 0.10
H 0.94 1.95 2.02
H -0.54 0.55 -0.85
H -1.70 -0.31 0.22
H 1.15 -1.25 -0.47
H 0.04 -2.08 0.65
*
```

Summary:
SMILES string: [H]/N=C/OCCC#N
HOMO level, eV: -10.65
Gap between HOMO and LUMO, eV: 11.36

Results of the natural (NBO) charge analysis, in e, for atoms 1 through 6:
1 N -0.726
2 C 0.414
3 O -0.504
4 C -0.075
5 C -0.528
6 C 0.281

***

Across the entries above, energy above the lowest of the compared OMol25 structures with the same formula, charge and spin takes the values 108.5, 31.5, 98.8, 158.7, 29.5, 31.4 kcal/mol, respectively.